Record 1
ORCA calculation (ωB97M-V/def2-TZVPD) on the molecule C14H17NO.

```
33
Properties=species:S:1:pos:R:3:forces:R:3
C -3.12528 1.62826 0.71114 -1.8071 0.6551 1.1865
C -3.39014 -0.44758 -0.76785 2.4949 2.2059 -0.5982
C -2.58837 -1.55885 0.02054 -1.4127 -1.1735 -0.4722
C -1.12696 -1.19756 0.45349 -0.3417 0.7963 0.5634
C 1.03272 -1.21673 -0.47447 -0.9869 -2.5879 0.7835
C 1.75195 -2.37577 -0.07528 -6.0206 0.3266 -2.0937
C 3.01902 -2.33807 0.18466 5.6959 -0.0256 0.7459
C 3.63250 -1.13276 0.22279 3.2257 1.7961 2.2022
C 2.98175 0.06033 0.02397 0.3672 -0.1719 -1.5767
C 3.68534 1.28915 0.02272 1.5841 -0.8907 1.0816
C 3.02379 2.44649 -0.16905 2.4174 1.7864 1.3042
C 1.64969 2.42601 -0.44924 -3.5840 0.5426 0.2520
C 0.88346 1.25054 -0.54952 3.3183 0.3478 -0.1528
C 1.66592 -0.02019 -0.41694 -2.4808 3.7480 0.0838
H -2.95035 1.27691 1.73332 0.7999 0.0841 -0.2156
H -2.25201 2.01616 0.20987 0.6840 -0.4540 -0.4438
H -3.72719 2.55991 0.90306 0.1925 -0.8909 -0.3608
H -4.67156 1.03921 -0.53212 0.2660 0.2646 0.5177
H -4.23806 -0.69866 -1.48895 1.4856 -0.5442 1.0805
H -2.55269 0.12552 -1.34876 -1.2310 -1.2955 0.0406
H -3.35448 -1.85494 0.89714 2.2107 0.1330 -1.7598
H -2.31887 -2.41827 -0.76231 -1.2346 1.3888 1.8747
H -0.95559 -0.15204 0.85473 -0.6307 -1.0282 -0.1851
H -0.72023 -1.89718 1.25558 -0.5667 0.5327 -1.1889
H 1.24587 -3.30535 -0.02864 -0.6968 -0.7646 -0.2092
H 3.73769 -3.15001 0.28003 -0.8843 -0.5218 0.3920
H 4.65789 -0.94096 0.70825 -1.1889 -1.0361 -1.2476
H 4.79141 1.16540 0.30182 -1.7265 0.7626 -0.4474
H 3.65470 3.38430 0.14565 -1.7393 -1.4575 -1.2536
H 1.06325 3.41187 -0.43883 1.0641 -1.4716 -0.2207
H -0.18557 1.25546 -0.72681 0.2521 -0.0220 -0.0670
N -3.96455 0.62570 0.07178 -0.9974 -0.4325 -0.5594
O -0.35506 -1.25627 -0.77177 1.4714 -0.6022 0.9439
```
Positions in Å, forces in eV/Å.

Maximum force, eV Å⁻¹: 6.4
Highest occupied orbital energy, eV: -8.06
Relative energy (zero: lowest compared OMol25 entry of this formula, charge and spin), eV: 3.337
E_tot, Ha: -673.5479
SMILES: CNCCCOc1cccc2ccccc12

***

Record 2
ORCA calculation (ωB97M-V/def2-TZVPD) on the molecule C14H17NO5.

```
37
Properties=species:S:1:pos:R:3:forces:R:3
C -5.22955 -3.25174 0.72719 0.1702 0.4150 -0.1461
C -5.33816 -1.92167 0.00621 -0.5223 -0.1859 -0.1094
H -5.53972 -2.06067 -1.06216 0.0017 0.0630 0.1684
H -6.14170 -1.30415 0.42360 0.1169 -0.0842 -0.1120
O -4.10011 -1.22721 0.15445 0.3027 -0.0906 0.1669
C -4.03275 -0.01376 -0.40448 -0.3290 0.1232 -0.1962
O -4.95044 0.48803 -1.00924 0.1086 -0.0706 0.0795
C -2.71633 0.63714 -0.19715 0.2317 0.1984 0.0035
C -2.52465 1.91714 -0.70993 -0.2084 -0.2500 0.0266
C -1.31367 2.55956 -0.53968 0.1277 -0.0345 0.1111
C -0.28039 1.93770 0.14979 -0.0694 0.0455 -0.0197
C -0.47526 0.65775 0.66108 0.0129 0.0693 -0.0132
C -1.68129 0.00844 0.49144 -0.1005 0.0347 -0.0551
H -1.83224 -0.98212 0.89017 0.0014 -0.0703 0.0392
H 0.32925 0.17898 1.19962 0.0979 -0.0732 0.0720
C 1.05705 2.60815 0.32670 0.0232 0.0121 0.1282
N 2.11053 1.86913 -0.34117 -0.2311 0.2799 -0.1918
C 3.00557 1.11170 0.33335 0.2583 -0.0054 -0.5742
O 3.05486 1.06969 1.54379 -0.0005 -0.1064 0.4424
C 3.94141 0.32692 -0.57431 0.1658 -0.2272 0.3325
H 3.37780 -0.50715 -1.00355 0.0023 0.0945 -0.0418
H 4.28012 0.95859 -1.39648 -0.0647 -0.0292 -0.0456
C 5.12255 -0.23797 0.20624 -0.1859 0.0109 -0.0818
C 5.67169 -1.49018 -0.42091 -0.1038 -0.0173 -0.1876
O 5.12507 -2.15672 -1.25869 -0.1043 -0.0822 -0.0981
O 6.87338 -1.80571 0.07767 0.5342 0.0161 0.3617
H 7.20038 -2.62920 -0.31776 -0.2969 0.1126 -0.0908
H 4.78312 -0.49069 1.21650 0.1127 0.0248 -0.0535
H 5.92806 0.48801 0.31609 -0.0115 -0.0324 0.0672
H 2.05196 1.79093 -1.34413 0.1142 -0.0785 0.0678
H 1.33073 2.63040 1.38587 -0.0444 0.1076 -0.1646
H 1.03025 3.63053 -0.06152 -0.0245 -0.0763 0.1030
H -1.17052 3.55324 -0.93934 0.0235 0.1023 -0.0407
H -3.33804 2.38861 -1.24031 -0.0640 0.0299 -0.0436
H -6.16335 -3.79742 0.62932 -0.0882 -0.0677 -0.0019
H -5.02077 -3.08993 1.78129 -0.0068 -0.0430 0.1172
H -4.42482 -3.84434 0.30046 0.0502 -0.1150 -0.0195
```
Positions in Å, forces in eV/Å.

Maximum force, eV Å⁻¹: 0.6
Highest occupied orbital energy, eV: -9.41
Relative energy (zero: lowest compared OMol25 entry of this formula, charge and spin), eV: 0.307
E_tot, Ha: -974.7105
SMILES: CCOC(=O)c1ccc(CNC(=O)CCC(=O)O)cc1

***

Record 3
ORCA calculation (ωB97M-V/def2-TZVPD) on a structure of composition C14H18BiI2O4SY.

```
41
Properties=species:S:1:pos:R:3:forces:R:3
I 2.47252 0.95470 -2.80221 0.3133 0.0371 -0.7984
I -3.27059 0.39816 -2.78855 -0.4383 -0.0374 -0.5668
Y -1.52415 0.75787 -0.42695 -1.2682 -1.2774 -0.3766
Bi 1.84525 0.11846 -0.09670 0.8472 -1.3505 0.0536
S -0.05667 -1.39484 -1.29754 -0.0893 1.7009 -0.0056
C 2.33009 -1.51918 2.45760 0.9621 -2.1359 3.3569
C 2.89762 1.90950 1.86530 1.7446 3.2180 1.8628
C 0.03066 -3.21635 -0.89298 0.4988 -1.9982 0.7371
C -0.99388 -3.93278 -1.76946 -0.5028 0.7070 -0.4754
C -0.18417 -3.40505 0.59591 -0.6024 0.2576 0.3066
C 1.39272 -3.75827 -1.30271 0.3989 0.5881 -0.4795
C -2.79976 1.84130 1.55246 -3.6989 3.2744 3.5474
C -1.70981 -0.58798 1.70833 -2.0995 -3.3937 4.1050
O 3.36759 2.81261 2.38871 -1.5241 -2.9651 -1.6107
O 2.60386 -2.13991 3.38315 -0.9364 2.1615 -3.2332
O -3.46600 2.39618 2.31849 3.2167 -2.6833 -3.4650
O -2.14993 -1.21475 2.57234 2.0666 2.7797 -3.6071
H -0.98051 -5.01284 -1.57362 0.1678 0.2724 0.1596
H -0.72396 -3.78424 -2.82115 -0.1828 -0.1485 0.1102
H -2.01495 -3.57789 -1.61316 -0.0152 -0.0776 0.0485
H -0.16210 -4.47047 0.85311 0.1595 0.1621 -0.1311
H -1.16589 -3.04233 0.91010 -0.0391 -0.1437 -0.0844
H 0.56389 -2.87674 1.19279 0.0867 -0.2023 -0.0766
H 1.42196 -4.84070 -1.10639 -0.0370 0.3650 -0.0640
H 2.21470 -3.28475 -0.75874 0.0516 -0.1033 0.1026
H 1.54074 -3.58003 -2.37580 0.1479 -0.2672 0.2194
C -1.40100 4.98530 -0.84865 -0.2052 -0.3132 -0.2918
C -0.15830 4.44364 -0.11965 -1.1978 0.9753 -0.1126
C 1.09385 5.03565 -0.79551 0.5490 -0.9341 -0.4782
C -0.18258 4.78241 1.37754 0.0780 -0.6663 0.7455
C -0.11513 2.96347 -0.17874 3.4109 -1.0405 0.5326
C 0.43348 1.83033 -0.06697 -1.4255 2.5524 -0.1710
H -1.45297 6.08527 -0.77675 -0.0438 -0.5540 0.0366
H -2.31765 4.53064 -0.44853 0.0031 0.3734 0.0911
H -1.33791 4.69765 -1.90655 -0.0609 0.3070 0.0983
H 1.11182 6.13386 -0.70426 -0.1673 -0.4644 0.1241
H 2.00448 4.60003 -0.36347 -0.1007 0.3551 0.0557
H 1.08623 4.76658 -1.85927 0.0311 0.2890 0.1124
H -1.04037 4.31023 1.86755 -0.0976 0.2977 -0.0260
H 0.69916 4.35378 1.86664 0.0204 0.2883 -0.0283
H -0.20799 5.86001 1.57648 -0.0217 -0.2053 -0.3240
```
Positions in Å, forces in eV/Å.

Maximum force, eV Å⁻¹: 6.1
Highest occupied orbital energy (alpha / beta), eV: -22.77 / -22.86
Total charge: +4
Relative energy (zero: lowest compared OMol25 entry of this formula, charge and spin), eV: 0.761
E_tot, Ha: -2090.0016

***

Record 4
ORCA calculation (ωB97M-V/def2-TZVPD) on a cluster of 8 separate species, C14H18Cl21F5NO2S in total.

```
62
Properties=species:S:1:pos:R:3:forces:R:3
O -1.91490 -0.14455 1.61400 -1.9711 -0.8517 0.0743
S -1.16088 0.39270 0.53751 -0.2317 -0.3402 1.3892
O 0.18205 0.60085 0.87670 2.3002 0.8080 -0.7648
C -1.25879 -0.71617 -0.89480 0.4254 0.5479 -0.7626
C 0.08681 -1.34162 -1.26528 -0.3236 -0.0224 -0.7656
C -0.07513 -1.74123 -2.74985 -1.0188 0.2127 0.9387
C -1.37209 -2.58978 -2.93719 1.1537 -0.1521 -0.1185
C -2.12624 -2.91998 -1.65679 -0.6492 -0.4346 -1.3080
N -2.30195 -1.75563 -0.72275 0.3014 -0.0880 0.9472
C -1.90353 2.00603 -0.01674 0.7015 -0.9399 0.9673
F -3.11785 1.75732 -0.44015 -1.5893 -0.2887 -0.3600
F -1.17456 2.39914 -1.02122 1.0492 0.7670 -1.2943
C -1.91934 3.05199 1.12404 0.1625 -0.3244 -1.3413
F -2.71375 2.65689 2.05175 -1.6262 -0.6121 1.3284
F -2.33651 4.17551 0.60768 -0.7835 1.2700 -0.6594
F -0.73796 3.23725 1.60112 2.0041 0.0698 0.6818
H -1.54320 -0.09762 -1.74633 -0.2028 0.1390 -0.0086
H 0.33106 -2.19045 -0.63085 0.2008 0.0768 0.2701
H 0.83488 -0.55951 -1.21543 0.2955 -0.0826 0.3714
H -0.23990 -0.80026 -3.26020 0.2873 0.1048 -0.3359
H 0.81219 -2.20310 -3.15788 0.1107 -0.1875 0.0150
H -2.00499 -2.15308 -3.70117 -0.2920 0.2213 0.1063
H -1.07204 -3.55035 -3.34416 -0.1249 -0.2431 -0.0669
H -1.70347 -3.77671 -1.14982 0.4015 0.2385 0.4988
H -3.12329 -3.23433 -1.94833 -0.2231 -0.0085 0.1696
H -3.23230 -1.34141 -0.79774 -0.0237 -0.0790 0.0017
H -2.20760 -2.11230 0.23757 -0.2909 0.1826 0.0482
C 2.78689 2.52903 0.54134 0.0097 0.1025 0.1163
Cl 4.20471 1.98174 1.44069 0.0007 -0.0187 -0.0296
Cl 2.53307 4.25820 0.76147 -0.0092 -0.0489 -0.0137
Cl 2.94318 2.13321 -1.17435 -0.0657 -0.0816 -0.0154
H 1.92296 2.00528 0.93025 0.0873 -0.0042 -0.0110
C 0.45261 0.07409 -6.66848 -0.0141 0.2598 -0.0316
Cl 1.51558 0.85288 -5.49359 0.0022 -0.0518 0.0109
Cl -0.57172 -1.12865 -5.86570 -0.0646 -0.0871 -0.2914
Cl -0.53158 1.26337 -7.50948 0.0380 -0.0768 0.0332
H 1.06687 -0.43975 -7.39658 -0.0100 -0.0424 0.0362
C -6.26204 3.43968 0.43186 -0.1479 0.1372 0.0808
Cl -7.04042 4.72850 -0.47948 0.0644 -0.0529 0.0021
Cl -6.87302 3.37679 2.08249 0.0765 -0.0319 -0.0338
Cl -6.48855 1.87949 -0.37670 0.0555 -0.0571 -0.0280
H -5.20061 3.64745 0.47217 -0.0085 -0.0126 -0.0183
C 3.42251 -1.23147 3.84513 -0.0824 -0.0800 0.1546
Cl 2.66748 -1.45468 5.41779 0.0452 0.0042 0.1281
Cl 4.38378 -2.64761 3.40991 -0.0744 0.1147 -0.0980
Cl 2.17265 -0.87251 2.64866 0.0683 -0.0473 -0.1644
H 4.08572 -0.37764 3.90267 -0.0050 -0.0070 -0.0430
C 7.76263 3.29323 1.61545 0.1361 0.0806 -0.0199
Cl 9.16082 2.72840 2.53117 -0.0520 -0.0177 -0.0044
Cl 7.51993 5.02422 1.84833 -0.0468 -0.0373 0.0044
Cl 7.94087 2.91187 -0.09844 -0.0522 -0.0259 0.0189
H 6.88664 2.77855 1.98544 0.0015 0.0126 -0.0072
C -2.54854 0.47245 4.75181 -0.0298 -0.0276 0.1098
Cl -1.20261 -0.61634 5.09283 0.0134 0.0054 -0.0817
Cl -3.88969 0.17938 5.85827 0.0110 0.0074 -0.0517
Cl -2.02368 2.15600 4.83635 0.0698 -0.0454 0.1999
H -2.89156 0.27650 3.74398 0.0320 0.0198 0.0512
C 1.87794 -6.15176 0.18399 -0.0029 0.0698 0.1136
Cl 0.33989 -6.44619 1.00224 0.0254 0.0017 -0.0357
Cl 1.59882 -5.59664 -1.47417 -0.0294 0.0345 -0.0663
Cl 2.85043 -4.98991 1.07562 -0.0465 0.0244 -0.0156
H 2.42128 -7.08677 0.13340 -0.0387 -0.0039 -0.0212
```
Positions in Å, forces in eV/Å.

Maximum force, eV Å⁻¹: 2.6
Highest occupied orbital energy, eV: -12.35
Total charge: +1
E_tot, Ha: -11310.7206

***

Record 5
ORCA calculation (ωB97M-V/def2-TZVPD) on a cluster of 2 separate species, C14H18Cl2N2O4 in total.

```
40
Properties=species:S:1:pos:R:3:forces:R:3
O -2.79976 -0.76232 5.05003 0.2147 -0.0745 -0.1621
O 1.45733 3.83845 -3.12917 0.2646 -0.2220 -0.0732
O 0.99300 -0.44183 -4.33152 0.2202 0.0965 0.0398
Cl 0.39444 -5.22853 1.88036 -0.0823 0.2919 0.1016
Cl 2.84309 -0.24518 1.90739 -0.0968 0.2045 -0.1927
O -1.03285 0.28025 3.48699 0.4871 -0.7870 -0.4280
C -2.42438 -1.89362 4.75128 -0.4581 0.3185 0.5031
C 0.52568 3.33717 -2.51255 0.1493 1.3042 -0.4263
C 1.41526 0.67070 -4.03573 -0.7730 -1.0205 -0.1829
C -1.01336 -3.39078 3.32317 0.3234 -0.0560 -0.2619
C 0.65538 -2.51666 1.81990 -0.3625 0.1623 0.2491
C -0.01563 -3.60478 2.37250 -0.3703 0.4621 0.3652
C -0.69354 -0.99723 3.14077 -0.3974 0.8593 0.3729
C -1.37078 -2.08871 3.72948 0.3515 -0.9933 -0.3736
C 0.32878 -1.20819 2.19744 -0.0177 -0.4098 -0.0225
N 1.74561 1.58959 -4.94953 0.4724 1.0882 -0.1465
N 0.48367 2.04583 -2.18540 0.0418 -1.2378 0.3612
C -3.06989 -3.06308 5.48483 0.2498 0.0683 -0.2201
C -0.65649 4.18216 -2.10259 0.1362 -0.0686 0.0601
C 1.09009 -0.06069 1.57541 -0.6031 0.0199 0.2078
C 1.68441 1.38431 -6.39497 -0.1564 -0.3534 0.4476
C 1.51851 1.07706 -2.56382 0.1203 0.5574 -0.1769
H -1.76354 0.21612 4.14934 0.0654 -0.0824 -0.0991
H -1.50149 -4.27025 3.73267 -0.0329 0.2394 0.0548
H 1.44167 -2.69697 1.09194 -0.0767 0.1179 0.1066
H 1.99918 2.50878 -4.60092 -0.0494 -0.1539 -0.0107
H -0.33446 1.70360 -1.70791 0.0590 -0.0345 -0.1013
H -2.30410 -3.66854 5.97677 -0.0719 -0.0652 -0.1456
H -3.62729 -3.68645 4.78121 0.1252 -0.0684 0.0481
H -3.76287 -2.69533 6.24719 0.2172 0.1335 -0.2817
H -1.55040 3.81721 -2.60413 -0.1560 0.0076 0.0778
H -0.47089 5.21438 -2.39676 0.0088 -0.1658 0.0264
H -0.78670 4.12994 -1.02379 -0.1942 0.0163 0.0777
H 0.91875 -0.05424 0.49552 0.3487 -0.0400 0.1084
H 0.75608 0.90410 1.96741 0.1848 -0.2926 0.0482
H 1.85949 2.32768 -6.91432 0.0048 -0.0770 0.2226
H 2.44254 0.65887 -6.69596 -0.0906 0.0219 -0.0984
H 0.70080 0.99917 -6.67215 0.1064 -0.0153 -0.0374
H 2.50539 1.50766 -2.38803 -0.0569 0.1498 0.1441
H 1.41926 0.18034 -1.95232 -0.1052 0.0986 -0.1823
```
Positions in Å, forces in eV/Å.

Maximum force, eV Å⁻¹: 1.4
Highest occupied orbital energy, eV: -9.02
E_tot, Ha: -1875.1954
SMILES: CC(=O)c1cc(Cl)cc(CCl)c1O.CNC(=O)CNC(C)=O